20
Properties=species:S:1:pos:R:3:forces:R:3 method="wB97M-V/def2-TZVPD" homo_ha=-0.3667 homo_lumo_gap_ev=10.7
O 1.96517 -2.18037 0.94801 2.536 -1.663 -3.497
C 1.24390 -1.79969 1.77209 0.259 0.469 5.477
C 0.06834 -0.99651 1.55131 0.973 3.083 2.023
C -0.23697 -0.73468 0.17649 -0.603 -2.232 -5.990
C -0.02696 0.74240 -0.26517 -0.480 -1.065 -0.059
C 1.43139 1.19181 0.06942 -0.708 1.347 -2.556
O 2.33021 0.43036 -0.70327 0.327 1.711 -0.913
H 1.67223 -1.85683 2.86934 -1.214 -0.108 -1.090
H -0.81578 -1.10373 2.12339 -0.611 -0.965 0.964
H 0.46514 0.01325 2.02685 -0.682 -1.687 -0.539
H 0.34626 -1.38023 -0.66794 -0.644 1.161 2.500
H -1.25372 -1.23636 -0.02533 0.917 1.705 0.009
H -0.46519 0.83192 -1.29025 1.080 0.355 0.645
H -0.71433 1.18900 0.39219 -0.891 1.655 0.797
H 1.70382 2.30214 -0.08856 -0.909 -1.666 0.046
H 1.61913 0.98191 1.07909 0.224 0.044 1.639
H 2.36806 -0.38245 -0.25808 0.410 -2.140 0.529
O -3.61412 1.28926 -3.04838 -0.365 -0.718 -0.899
H -4.22550 2.04613 -2.85087 0.465 -1.596 -1.072
H -3.86108 0.65268 -3.81034 -0.085 2.308 1.984

=====

20
Properties=species:S:1:pos:R:3:forces:R:3 method="wB97M-V/def2-TZVPD" homo_ha=-0.3912 homo_lumo_gap_ev=11.3
C 1.56689 0.18391 -1.66767 -0.740 -1.452 2.208
C 0.08367 -0.21013 -2.01906 1.153 -3.929 0.059
C -1.00810 0.64724 -1.41779 1.944 2.712 -0.635
C -0.95680 0.86573 0.07896 1.565 0.632 2.258
C -0.97762 -0.37715 1.00105 -1.109 -2.214 -1.788
O -0.21434 -0.71946 1.84533 1.590 0.953 1.082
O -1.96017 -1.27791 0.66764 -0.794 -1.054 -0.199
H 2.46430 -0.44047 -1.83909 -0.978 -0.231 -1.210
H 1.71625 0.14788 -0.53907 -0.705 0.732 -1.304
H 1.72213 1.14278 -2.03655 0.750 1.893 -0.407
H -0.00794 -1.27622 -1.55017 -0.166 1.533 -0.767
H -0.14305 -0.42810 -3.13099 0.605 0.759 1.621
H -1.91582 0.23587 -1.62439 -2.610 -1.161 -1.020
H -0.93927 1.66352 -1.98199 -0.355 -1.367 1.262
H 0.06674 1.29579 0.29597 -1.265 -0.075 0.111
H -1.73218 1.54015 0.54925 0.704 -0.442 -1.010
H -1.91465 -2.21411 1.09323 0.507 2.781 -0.568
O 2.61498 0.85110 1.39656 -2.013 -0.998 0.197
H 1.74480 0.35048 1.54419 1.572 0.984 -0.173
H 3.16677 0.49493 2.09044 0.345 -0.056 0.284

=====

20
Properties=species:S:1:pos:R:3:forces:R:3 method="wB97M-V/def2-TZVPD" homo_ha=-0.3185 homo_lumo_gap_ev=8.8
C -1.09594 -0.30212 0.34694 -0.597 0.689 -0.658
C 0.04865 0.48088 -0.11475 0.465 -0.399 0.223
C 2.36315 -1.42227 -0.42575 -0.135 0.036 0.001
C -2.11031 0.47605 -0.77171 0.248 -0.613 0.700
C 0.46359 1.78110 0.45372 0.171 -0.172 0.163
O 1.38930 -1.01709 0.52429 -0.856 -0.107 -0.137
O -1.02602 -1.59366 0.18686 0.252 -0.092 0.032
O -1.55667 0.14083 1.61961 0.098 -0.030 -0.136
H -1.88973 -0.66381 2.03609 0.083 -0.011 -0.059
H 0.50322 -1.61171 0.44173 0.453 0.724 -0.063
H 0.34800 0.25728 -1.13129 0.004 -0.069 0.048
H 3.18607 -0.70504 -0.41042 -0.053 -0.024 0.004
H 1.95102 -1.47177 -1.44157 0.018 -0.008 0.077
H 2.75891 -2.40816 -0.16431 -0.048 0.062 -0.016
H -1.86632 0.21438 -1.79691 0.041 -0.006 -0.011
H -3.02754 -0.02556 -0.47209 -0.110 0.078 -0.095
H -2.21071 1.54907 -0.62571 0.022 0.010 0.026
H 0.07220 1.91708 1.45791 -0.025 -0.020 -0.021
H 1.55549 1.79885 0.47676 -0.024 0.053 -0.039
H 0.14363 2.60567 -0.18939 -0.008 -0.101 -0.037

=====

20
Properties=species:S:1:pos:R:3:forces:R:3 method="wB97M-V/def2-TZVPD" homo_ha=-0.2996 homo_lumo_gap_ev=8.6
C -0.77293 -0.99226 2.34131 -0.978 0.385 0.015
C -0.70672 -0.22183 1.06026 0.155 -0.369 -0.380
C -0.30868 -0.78991 -0.07468 0.358 -0.249 -0.467
C -0.32370 -0.18573 -1.40938 0.539 0.347 1.370
C 0.35132 -0.64574 -2.45200 -0.586 -0.020 -1.780
O 0.17950 -0.17352 -3.73886 0.406 0.483 0.406
H -0.73617 -0.30887 3.18580 0.437 -0.154 0.255
H -1.76019 -1.45683 2.42634 -0.111 0.020 -0.034
H -0.07323 -1.81280 2.40030 0.488 0.064 0.086
H -1.03140 0.81297 1.04274 -0.132 0.004 0.095
H 0.04079 -1.82035 -0.06831 0.019 0.004 0.201
H -0.81442 0.78777 -1.43289 -0.154 -0.814 -0.652
H 1.02108 -1.48638 -2.57051 -0.188 -0.292 0.873
H -0.28059 0.67172 -3.69521 -0.150 -0.016 -0.144
O -1.28409 2.85681 -0.48975 -0.136 -0.012 0.116
H -0.92755 3.70801 -0.76094 0.044 -0.115 -0.134
H -1.04364 2.20688 -1.16291 0.009 0.771 0.186
O 2.82824 -0.71544 1.94402 0.011 -0.693 0.429
H 3.30843 -0.46120 1.15661 -0.133 0.439 -0.064
H 2.33397 0.02672 2.29807 0.105 0.221 -0.375

=====

Calculated total energy for the records above, in order: -423.3335, -423.4061, -423.3148, -423.3649 hartree